No. 1
Computed, not measured: a molecular structure, C24H20BrClF4IN3O4Ti, with wB97M-V/def2-TZVPD.

Properties
- total charge = -2
- spin multiplicity = 3
- HOMO energy (spin up / spin down) (eV) = 0.376 / -1.997
- energy relative to the best compared isomer or geometry (same formula, charge and spin) (kJ/mol) = 38.8
- frontier orbital gap (spin up / spin down) (eV) = 3.54 / 5.91

Positions of all 59 atoms, in Å:
Ti -0.1615 0.8903 -0.9699
C -2.7080 1.0043 -3.0140
N -2.3575 1.5289 -1.6986
C -3.4119 1.2114 -0.7403
C -2.0996 2.9697 -1.7719
C -1.7176 3.5310 -0.4044
N -0.8215 2.5990 0.2531
C -0.6115 2.7185 1.5665
C 0.1098 1.6965 2.2463
F 0.6054 0.6842 1.5058
C 0.3388 1.6888 3.5926
F 1.0201 0.6536 4.1279
C -0.1044 2.7080 4.4278
C -0.7732 3.7346 3.7987
F -1.2097 4.7873 4.5394
C -1.0175 3.7611 2.4413
F -1.6201 4.8855 1.9551
H -3.6662 1.4265 -3.3606
H -1.9183 1.2438 -3.7216
H -2.8018 -0.0807 -2.9520
H -4.3437 1.7424 -0.9990
H -3.5847 0.1379 -0.7472
H -3.0985 1.4780 0.2657
H -1.2851 3.1051 -2.4875
H -2.9868 3.5031 -2.1563
H -1.2688 4.5205 -0.5596
H -2.6306 3.6955 0.1803
H 0.0720 2.6982 5.4916
O 1.3363 0.4287 -4.8274
C 0.8850 0.2921 -3.6909
O 0.2284 1.1929 -3.0227
C 0.9649 -1.0093 -2.9465
C 1.4851 -2.1924 -3.3890
C 1.3232 -3.3639 -2.6164
C 0.5238 -3.2853 -1.4616
C 0.0247 -2.0751 -1.0572
N 0.3235 -0.9205 -1.7376
C -0.9747 -1.8064 0.0306
O -1.4549 -2.7083 0.7257
O -1.2881 -0.5538 0.0964
H 1.9862 -2.2130 -4.3492
H 1.7442 -4.3067 -2.9396
H 0.2711 -4.1704 -0.8884
Cl 2.8092 2.4838 0.5112
C 1.8991 1.8042 -0.9508
H 2.6350 1.1646 -1.4490
H 1.7823 2.6834 -1.5907
Br 5.2211 -4.5177 1.0124
C 3.4783 -4.1086 1.6508
C 2.8382 -5.0824 2.4044
C 1.5587 -4.8483 2.8859
C 0.9308 -3.6397 2.6288
C 1.5851 -2.6668 1.8916
C 2.8582 -2.8955 1.3793
I 3.6666 -1.4020 0.1859
H 3.3426 -6.0195 2.5976
H 1.0538 -5.6197 3.4545
H -0.0817 -3.4446 2.9544
H 1.0965 -1.7224 1.6983

***

No. 2
Computed, not measured: a molecular structure, C24H20BrF2N5O4PdS2, with wB97M-V/def2-TZVPD.

Properties
- total charge = +2
- spin multiplicity = 5
- HOMO energy (spin up / spin down) (eV) = -12.677 / -12.668
- energy relative to the best compared isomer or geometry (same formula, charge and spin) (kJ/mol) = 14.3
- frontier orbital gap (spin up / spin down) (eV) = 7.02 / 4.70

Positions of all 59 atoms, in Å:
Pd -1.2750 1.5391 -0.6047
C -0.8225 5.4352 1.4208
O -0.1807 4.1633 1.1945
C 1.0574 3.9321 1.5891
C 1.8945 4.8074 2.2645
C 3.1747 4.3981 2.6057
Br 4.3032 5.5511 3.5043
C 3.6650 3.1065 2.2784
C 2.8717 2.2185 1.6135
C 1.5188 2.5870 1.2306
O 0.7835 1.7914 0.6159
C 3.3498 0.8828 1.2448
N 2.6662 -0.0182 0.5442
C 3.4320 -1.1668 0.3732
C 3.1628 -2.3666 -0.2782
C 4.1738 -3.3018 -0.2472
C 5.3996 -3.0577 0.4030
C 5.6609 -1.8681 1.0480
C 4.6382 -0.9256 1.0137
N 4.5466 0.3628 1.5455
H -0.3761 5.9770 2.2488
H -1.8582 5.2088 1.6512
H -0.7545 6.0158 0.5033
H 1.5817 5.8061 2.5274
H 4.6794 2.8715 2.5681
H 1.7280 0.1774 0.2149
H 2.2220 -2.5541 -0.7779
H 4.0264 -4.2541 -0.7367
H 6.1589 -3.8267 0.3952
H 6.6015 -1.6817 1.5456
H 5.2701 0.8275 2.0690
N -5.3485 -4.6031 -4.1984
C -4.4311 -4.0705 -3.3663
C -4.3058 -4.5397 -2.0450
C -3.3747 -3.9961 -1.1965
C -2.5374 -2.9693 -1.6502
C -2.6446 -2.4972 -2.9679
C -3.5820 -3.0335 -3.8088
S -1.3767 -2.2982 -0.6097
O -0.1298 -2.0402 -1.2648
O -1.4153 -2.9365 0.6759
N -1.9451 -0.6987 -0.3446
C -2.6356 -0.3811 0.6944
S -3.3560 -1.3315 1.9789
C -3.9118 0.0944 2.6844
C -3.4949 1.2318 1.9814
N -2.7949 0.9781 0.8920
H -5.9230 -5.3746 -3.9097
H -5.4164 -4.3069 -5.1555
H -4.9421 -5.3446 -1.7017
H -3.2743 -4.3713 -0.1878
H -1.9804 -1.7237 -3.3293
H -3.6629 -2.6739 -4.8259
H -4.4949 0.0851 3.5914
H -3.7126 2.2455 2.2827
F 0.3615 2.2449 -2.5438
C -0.7636 2.9106 -2.1589
F -1.6783 2.8033 -3.1250
H -0.5282 3.9584 -1.9601

***

No. 3
Computed, not measured: a molecular structure, C24H20ClNOPTi, with wB97M-V/def2-TZVPD.

Properties
- total charge = +1
- HOMO energy (eV) = -11.187
- frontier orbital gap (eV) = 5.51

Positions of all 49 atoms, in Å:
C -0.1468 -0.8725 4.9038
C 0.6950 -0.5140 3.7423
C 0.4899 0.8543 3.4071
H 1.4277 -1.2572 3.2776
C -0.5914 1.3682 4.2616
C -0.9374 0.3486 5.2079
H -1.5626 0.6897 6.0637
H -0.4194 -1.8562 5.2008
H 1.1012 1.4804 2.7026
H -0.9452 2.4265 4.3306
Ti -1.4694 -0.1283 3.0455
Cl -2.7826 1.1350 1.9649
P -0.1471 0.0254 -0.5682
C 0.8276 1.4686 -1.1954
C 2.0398 1.3668 -1.9030
H 2.4656 0.3853 -2.1359
C 2.7082 2.5279 -2.3225
H 3.6513 2.4384 -2.8721
C 2.1761 3.7956 -2.0402
H 2.7011 4.6997 -2.3710
C 0.9699 3.8982 -1.3285
H 0.5485 4.8857 -1.1070
C 0.3006 2.7484 -0.8964
H -0.6337 2.8306 -0.3315
C 1.0410 -1.3403 -0.9280
C 1.9959 -1.6078 0.0815
H 2.0033 -1.0046 0.9954
C 2.9331 -2.6286 -0.0990
H 3.6810 -2.8192 0.6795
C 2.9217 -3.4081 -1.2664
H 3.6551 -4.2121 -1.4002
C 1.9631 -3.1552 -2.2598
H 1.9432 -3.7623 -3.1706
C 1.0231 -2.1267 -2.0940
H 0.2847 -1.9384 -2.8801
C -1.3267 -0.1918 -1.9744
C -1.2439 0.4900 -3.2028
H -0.4321 1.2000 -3.3904
C -2.2032 0.2563 -4.2004
H -2.1319 0.7918 -5.1532
C -3.2488 -0.6541 -3.9827
H -3.9951 -0.8340 -4.7654
C -3.3349 -1.3295 -2.7551
H -4.1479 -2.0433 -2.5797
C -2.3906 -1.0974 -1.7504
H -2.4667 -1.6154 -0.7901
O -3.2708 -0.6086 7.1413
C -2.9105 -0.5022 5.9681
N -2.8090 -0.6035 4.7401

***

no.,F_max (eV/A),E_tot (Ha)
1,0.5,-5972.774354
2,0.6,-5198.682817
3,5.6,-2707.272644